Density functional theory data (ωB97M-V/def2-TZVPD) for a molecular structure, C37H35As2BrCl2CsN3O5 at a distorted geometry.

ORCA input file:
```
! RIJCOSX wB97M-V def2-TZVPD def2/J DEFGRID3
* xyz -2 1
Cs -1.109 -1.209 0.254
N -0.218 0.012 -3.362
C 1.042 -0.752 -3.252
C 1.073 -1.725 -2.069
O -0.086 -2.180 -1.714
N 2.241 -1.940 -1.524
C 2.200 -2.892 -0.388
C 1.291 -2.511 0.798
O 0.637 -3.414 1.376
O 1.220 -1.276 1.091
H -0.875 -0.514 -3.917
H -0.642 -0.008 -2.441
H 1.183 -1.328 -4.170
H 1.896 -0.090 -3.167
H 1.894 -3.890 -0.706
H 3.222 -2.965 0.012
Cl -1.084 -0.538 3.597
C -2.404 0.373 2.794
Cl -1.821 1.886 1.996
H -3.131 0.658 3.537
H -2.834 -0.266 2.027
C 1.978 2.293 -1.249
C 1.077 1.443 -0.349
As 1.678 1.349 1.596
C 3.535 0.719 1.411
C 4.443 0.997 2.432
C 5.750 0.511 2.372
C 6.161 -0.259 1.284
C 5.251 -0.541 0.269
C 3.939 -0.066 0.332
C 2.150 3.299 1.779
C 3.355 3.927 1.423
C 3.518 5.307 1.553
C 2.481 6.098 2.050
C 1.290 5.492 2.436
C 1.137 4.107 2.307
As 1.315 2.977 -2.990
C -0.257 3.813 -2.162
C -1.507 3.272 -2.450
C -2.637 3.703 -1.749
C -2.521 4.680 -0.770
C -1.271 5.223 -0.473
C -0.142 4.786 -1.159
C 2.466 4.561 -2.976
C 2.020 5.750 -3.558
C 2.845 6.870 -3.625
C 4.141 6.812 -3.120
C 4.599 5.633 -2.549
C 3.766 4.512 -2.474
H 2.912 1.767 -1.449
H 2.220 3.216 -0.762
H 0.999 0.409 -0.688
H 0.057 1.851 -0.303
H 4.144 1.591 3.282
H 6.440 0.734 3.175
H 7.173 -0.642 1.231
H 5.538 -1.156 -0.578
H 3.231 -0.362 -0.448
H 4.169 3.333 1.024
H 4.451 5.766 1.243
H 2.603 7.173 2.133
H 0.475 6.089 2.833
H 0.200 3.656 2.615
H -1.591 2.470 -3.176
H -3.596 3.238 -1.937
H -3.394 4.988 -0.208
H -1.166 5.959 0.319
H 0.831 5.182 -0.884
H 1.008 5.816 -3.937
H 2.471 7.788 -4.064
H 4.785 7.682 -3.165
H 5.602 5.581 -2.143
H 4.135 3.611 -2.003
Br -8.077 -3.703 -1.741
C -6.857 -2.269 -1.984
C -6.999 -1.440 -3.084
N -6.175 -0.419 -3.319
C -5.179 -0.220 -2.437
C -4.973 -1.004 -1.307
C -5.835 -2.052 -1.079
C -3.830 -0.703 -0.320
O -3.737 -1.482 0.660
O -3.082 0.263 -0.599
H -7.803 -1.618 -3.791
H -4.489 0.596 -2.617
H -5.682 -2.672 -0.203
*
```

frontier orbital gap	5.71	eV
HOMO	-0.080	Ha
energy relative to the best compared isomer or geometry (same formula, charge and spin)	2.305	eV
largest force on an atom	0.058	hartree/bohr

Density functional theory data (ωB97M-V/def2-TZVPD) for a molecular structure, C37H35BrF6N2OSSi at a distorted geometry.

ORCA input file:
```
! RIJCOSX wB97M-V def2-TZVPD def2/J DEFGRID3
* xyz 0 1
C 1.396 -0.032 1.579
Si 0.626 -1.605 0.912
C 0.536 -2.975 2.200
C 1.655 -2.220 -0.530
O -0.927 -1.383 0.324
C -1.681 -0.311 0.892
C -3.015 -0.219 0.122
C -4.264 -0.427 0.942
C -4.758 0.430 1.890
C -4.101 1.760 2.223
F -4.859 2.483 3.077
F -2.953 1.487 2.921
C -3.776 2.660 1.050
C -2.618 3.406 1.089
C -2.267 4.230 0.033
C -3.086 4.310 -1.076
C -4.261 3.583 -1.092
C -5.135 3.706 -2.314
F -4.413 3.499 -3.433
F -6.124 2.811 -2.326
F -5.675 4.915 -2.436
C -4.614 2.769 -0.045
C -5.930 0.041 2.613
F -6.405 0.855 3.559
C -6.592 -1.121 2.397
Br -8.133 -1.584 3.384
C -6.120 -2.020 1.420
N -6.615 -3.202 1.077
S -5.642 -3.771 -0.074
N -4.590 -2.583 -0.181
C -4.955 -1.649 0.703
H 2.467 -0.112 1.735
H 1.244 0.746 0.828
H 0.875 0.313 2.470
H 1.490 -3.093 2.704
H 0.235 -3.882 1.682
H -0.259 -2.725 2.900
H 2.515 -2.781 -0.168
H 2.027 -1.394 -1.135
H 1.075 -2.868 -1.181
H -1.852 -0.491 1.948
H -1.150 0.625 0.737
H -2.978 -0.984 -0.640
H -3.073 0.718 -0.414
H -1.963 3.357 1.941
H -1.350 4.796 0.056
H -2.807 4.933 -1.907
H -5.531 2.201 -0.094
C 4.538 0.382 -3.314
C 5.117 -0.124 -4.469
C 5.947 -1.235 -4.399
C 6.192 -1.843 -3.176
C 5.610 -1.339 -2.021
C 4.786 -0.224 -2.090
H 3.890 1.248 -3.367
H 4.921 0.347 -5.424
H 6.403 -1.627 -5.299
H 6.836 -2.712 -3.122
H 5.800 -1.814 -1.067
H 4.334 0.172 -1.189
C -0.764 2.293 -4.170
C -0.199 1.787 -5.334
C 0.637 0.680 -5.277
C 0.902 0.073 -4.056
C 0.338 0.578 -2.895
C -0.492 1.690 -2.950
H -1.417 3.155 -4.215
H -0.412 2.256 -6.286
H 1.082 0.289 -6.183
H 1.551 -0.793 -4.008
H 0.545 0.103 -1.946
H -0.931 2.085 -2.040
C 6.527 -2.355 4.976
C 5.960 -1.333 5.725
C 4.694 -0.861 5.408
C 3.993 -1.415 4.347
C 4.559 -2.439 3.600
C 5.828 -2.907 3.912
H 7.515 -2.722 5.223
H 6.505 -0.905 6.556
H 4.253 -0.061 5.989
H 3.004 -1.049 4.101
H 4.011 -2.873 2.772
H 6.271 -3.703 3.327
*
```

frontier orbital gap	8.06	eV
HOMO	-0.334	Ha
largest force on an atom	0.021	hartree/bohr